Below is a molecular structure, C21H66F2N2O17S2V, with properties calculated with the ωB97M-V functional and the def2-TZVPD basis.

Last column: Mulliken spin population.
Atoms and positions in Å:
C: -20.701 -12.438 -1.219  0.0001
H: -19.599 -12.919 0.579  0.0003
H: -29.584 -14.885 -0.383  0.0000
H: -20.394 -9.130 0.717  -0.0003
H: -22.713 -17.500 1.027  -0.0001
H: -22.599 -15.635 3.452  0.0113
H: -28.826 -10.970 0.786  0.0001
C: -21.203 -9.850 0.598  -0.0006
O: -25.465 -9.854 6.756  -0.0008
H: -22.545 -13.296 -1.853  -0.0001
O: -26.789 -14.843 5.532  0.0409
O: -27.254 -12.078 4.956  0.0297
C: -20.023 -12.049 0.077  0.0035
H: -27.947 -9.581 0.283  0.0000
H: -27.076 -17.890 4.303  -0.0004
C: -20.840 -14.936 3.190  0.0496
H: -22.495 -14.319 6.813  0.0069
O: -26.262 -15.445 3.042  0.0257
C: -23.751 -11.338 -0.326  -0.0032
C: -26.473 -9.206 6.032  0.0008
H: -26.238 -9.260 4.969  -0.0008
H: -28.739 -10.902 7.633  0.0000
H: -21.635 -10.023 4.886  -0.0102
S: -26.011 -14.698 4.275  0.1423
O: -28.176 -11.082 -1.152  0.0001
H: -27.027 -11.085 0.508  0.0004
H: -27.456 -11.839 8.486  0.0000
N: -22.010 -12.120 1.383  -0.0192
H: -24.104 -10.800 6.012  0.0089
O: -23.434 -11.020 5.360  0.0056
C: -28.809 -15.226 0.304  0.0002
H: -25.043 -12.993 6.724  -0.0005
H: -28.601 -12.536 7.207  -0.0001
H: -20.896 -15.535 2.281  -0.0003
H: -30.608 -15.479 4.752  0.0000
H: -27.413 -9.669 6.332  -0.0002
H: -31.003 -13.866 4.058  -0.0001
H: -22.074 -9.494 1.147  -0.0010
H: -25.706 -9.690 7.671  -0.0001
H: -24.093 -10.763 0.534  -0.0004
H: -28.232 -17.088 5.380  -0.0006
H: -23.067 -9.033 4.914  -0.0001
H: -24.658 -14.445 7.632  -0.0018
C: -30.262 -14.457 4.596  -0.0003
H: -29.447 -19.016 5.318  0.0000
H: -21.472 -9.873 -0.458  0.0000
H: -25.499 -15.725 9.315  0.0001
C: -22.016 -13.162 -0.910  0.0021
F: -25.575 -11.248 3.484  0.0290
C: -28.457 -11.866 8.055  0.0003
V: -23.113 -12.961 4.392  2.6795
F: -24.735 -15.612 4.696  0.0137
O: -29.402 -15.866 1.406  0.0000
C: -24.231 -13.535 7.210  0.0140
S: -26.449 -12.557 3.841  0.1025
C: -28.130 -17.806 4.567  0.0014
H: -30.020 -13.979 5.545  0.0000
O: -28.668 -19.121 4.767  0.0000
H: -21.678 -14.149 -0.594  0.0000
H: -27.088 -15.468 7.887  -0.0007
H: -29.270 -14.769 2.900  -0.0003
H: -27.664 -16.345 9.347  0.0001
H: -20.367 -15.474 4.011  0.0017
H: -23.959 -18.478 1.910  -0.0001
H: -22.319 -18.002 3.330  -0.0002
O: -29.378 -12.331 9.018  0.0000
C: -24.875 -8.330 2.400  0.0000
O: -22.755 -11.836 2.562  0.0062
C: -22.590 -9.887 5.394  0.0106
H: -24.693 -11.608 -0.802  -0.0003
O: -25.571 -7.353 3.210  0.0000
H: -19.450 -12.084 2.658  -0.0025
H: -23.920 -12.915 8.051  0.0000
H: -23.403 -14.427 1.161  0.0079
H: -24.498 -7.858 1.493  0.0000
C: -27.976 -10.665 0.175  0.0007
C: -27.061 -16.407 8.440  0.0011
H: -24.804 -13.413 1.090  -0.0007
H: -24.911 -6.699 3.451  -0.0001
H: -20.005 -13.030 -1.814  0.0001
C: -20.828 -11.257 1.130  -0.0059
H: -19.090 -10.364 2.130  0.0002
H: -25.542 -9.132 2.085  0.0003
H: -28.129 -15.879 -0.243  0.0000
H: -29.548 -11.600 9.617  0.0000
C: -22.886 -12.517 0.189  -0.0010
H: -19.130 -11.460 -0.133  -0.0007
H: -23.146 -10.832 -1.079  0.0000
C: -19.846 -11.127 2.318  0.0187
H: -27.333 -17.227 7.775  0.0000
H: -30.051 -16.525 1.150  0.0000
H: -20.962 -11.620 -1.891  -0.0003
N: -25.020 -13.475 4.219  -0.2030
H: -23.987 -8.722 2.896  -0.0011
H: -28.635 -17.346 3.717  -0.0004
O: -25.718 -16.575 8.928  0.0000
O: -22.228 -14.765 3.619  0.0145
O: -27.086 -12.745 2.544  0.0426
H: -27.410 -10.722 -1.605  0.0000
H: -20.356 -13.966 3.070  -0.0304
H: -28.177 -14.365 0.523  -0.0001
O: -23.136 -13.777 6.346  0.0090
C: -23.905 -13.688 0.538  0.0037
O: -29.117 -14.416 3.780  0.0015
C: -23.460 -17.513 1.820  0.0002
O: -22.858 -17.248 3.082  0.0005
H: -24.275 -14.267 -0.308  0.0002
H: -22.454 -9.468 6.390  0.0032
H: -26.490 -8.155 6.323  0.0000
H: -20.419 -10.712 3.147  -0.0033
H: -24.143 -16.714 1.529  -0.0003

Output
* calculated total energy: -4168.0467 Ha
* highest occupied orbital energy (spin up / spin down): -0.242 / -0.245 Eh
* spin multiplicity: 4
* total charge: 0
* ⟨S²⟩: 3.7722
* molecular weight: 771.8 g/mol
* orbital gap (spin up / spin down): 5.956 / 5.966 eV